DFT (the ωB97M-V functional and the def2-TZVPD basis) results for C3H5NOS in the gas phase.

```
11
Properties=species:S:1:pos:R:3:forces:R:3:mulliken_charge:R:1
C 0.4101 0.2750 -0.4524 0.5 -1.5 -1.0 0.323
C 0.4241 0.8721 0.8471 0.1 0.2 -0.3 -0.263
C -0.5449 -1.0207 -0.5861 -2.3 3.3 2.9 -0.628
N -0.2507 1.5606 -0.2140 -1.2 -1.3 2.2 -0.513
O -0.1444 -1.9666 0.3018 1.6 -1.6 0.5 -0.298
S -0.3169 -1.7352 1.9691 -0.1 2.1 -1.8 -0.132
H 1.2779 0.3714 -1.1566 -0.6 -0.8 0.9 0.308
H 1.0945 1.3763 1.5681 -0.4 -0.8 -0.5 0.308
H -1.6382 -0.7572 -0.2715 1.7 0.5 -0.6 0.320
H -0.6251 -1.3204 -1.5733 0.5 -1.2 -1.9 0.318
H 0.3136 2.3445 -0.4322 0.4 1.2 -0.4 0.257
```
Positions in Å, forces in eV/Å.

Calculated values
LUMO (alpha / beta)   -1.607 / -1.607 eV
HOMO (alpha / beta)   -7.91 / -7.91 eV
Gap between HOMO and LUMO (alpha / beta)   6.305 / 6.308 eV
Molar mass   103.15 g/mol
Net charge   0